Record 1
{
  "formula": "C7H15N2",
  "method": "wB97M-V/def2-TZVPD",
  "elements": ["C", "C", "C", "N", "C", "C", "C", "C", "N", "H", "H", "H", "H", "H", "H", "H", "H", "H", "H", "H", "H", "H", "H", "H"],
  "coordinates": [[1.9834, 2.1793, -0.3437], [1.2210, 1.0754, 0.2272], [-0.0865, 1.0604, 0.4726], [-0.7821, -0.1790, 0.3768], [-2.2066, -0.2469, 0.5081], [-2.7863, 0.4513, -0.7500], [-0.0403, -1.4876, 0.4808], [1.5063, -1.4250, 0.4559], [2.1549, -2.1066, -0.4427], [2.9529, 2.2380, 0.1701], [1.5458, 3.1250, -0.2794], [2.0541, 2.1845, -1.5168], [1.6664, -0.0215, 0.1478], [-0.8252, 1.8908, 0.5513], [-2.5806, -1.2524, 0.6887], [-2.4828, 0.2620, 1.5009], [-3.8538, 0.2121, -0.7584], [-2.5375, 1.5067, -0.6059], [-2.3786, 0.1820, -1.6939], [-0.3199, -2.0612, -0.4670], [-0.3922, -2.0298, 1.3605], [2.0649, -1.2016, 1.4002], [1.8001, -2.5482, -1.3011], [3.1593, -2.2006, -0.3015]],
  "forces_ev_per_angstrom": [[2.17, -0.57, -1.93], [-0.90, -0.30, -0.07], [-1.76, -2.34, -0.81], [2.78, -0.80, 1.23], [-0.55, 1.26, 0.80], [-0.96, 0.00, 2.09], [-0.35, 1.01, -2.19], [-1.55, -0.73, 1.42], [1.24, -0.64, -0.34], [0.07, 0.22, -0.78], [-1.22, 1.43, 0.95], [0.41, -0.77, 2.02], [-0.25, 2.54, -0.23], [1.24, -0.33, -0.02], [0.34, -0.28, -0.51], [-0.08, -0.25, -1.53], [-0.02, 0.75, -0.19], [-0.76, 0.04, -0.30], [0.66, -0.78, -0.54], [0.21, 0.35, 1.30], [0.34, -0.06, 0.05], [-0.54, -0.26, -0.93], [-0.25, 0.59, 0.72], [-0.28, -0.11, -0.23]],
  "smiles": "C/C=C/N(CC)CC=[NH2+]",
  "e_above_lowest_kj_mol": 357.2,
  "homo_ev": -11.52,
  "charge": 1,
  "homo_lumo_gap_ev": 6.90,
  "lumo_ev": -4.617
}



Record 2
{
  "formula": "C7H15N2O",
  "method": "wB97M-V/def2-TZVPD",
  "elements": ["C", "C", "N", "C", "N", "C", "C", "C", "C", "O", "H", "H", "H", "H", "H", "H", "H", "H", "H", "H", "H", "H", "H", "H", "H"],
  "coordinates": [[1.5958, -1.1766, 1.5860], [1.9116, 0.0067, 0.5968], [2.6489, -0.4083, -0.6414], [0.6200, 0.5669, 0.2543], [-0.2843, 0.1409, -0.5504], [-0.1683, -1.0090, -1.3376], [-1.5271, 0.9896, -0.6207], [-2.7433, 0.1515, -0.5271], [-1.3334, 1.8248, 0.6762], [-0.0068, 1.7629, 1.0656], [2.5225, -1.4687, 2.0986], [1.2186, -2.0600, 1.1016], [0.9731, -0.8613, 2.3113], [2.5153, 0.7454, 1.0661], [3.4912, 0.1642, -0.7164], [2.8882, -1.3760, -0.6090], [-0.9302, -1.6871, -1.0085], [-0.5971, -0.6891, -2.3966], [0.9204, -1.3959, -1.3610], [-1.4965, 1.5704, -1.5176], [-2.6182, -0.3377, 0.4428], [-2.5770, -0.6051, -1.2719], [-3.5560, 0.8168, -0.5013], [-1.4551, 2.8505, 0.4275], [-2.0119, 1.4843, 1.4325]],
  "forces_ev_per_angstrom": [[3.23, -0.15, -1.95], [1.02, -1.92, -0.59], [-0.44, 1.27, 0.85], [-4.29, 3.89, 1.97], [0.72, 2.03, 1.21], [0.44, -0.75, -3.70], [1.20, 0.33, 1.97], [2.14, -1.05, 0.96], [-0.45, 0.29, -1.94], [4.20, -4.37, -1.96], [-0.10, 0.12, -0.30], [-0.33, -0.18, -0.45], [-2.37, 1.03, 2.44], [0.11, 0.71, 0.81], [-0.29, -0.47, -0.15], [0.42, -0.56, 0.12], [0.10, -0.95, 0.39], [1.45, -0.82, 1.72], [-2.31, 0.61, -0.22], [0.30, 0.38, -0.67], [-0.65, -0.22, 0.00], [-1.51, -0.22, -0.68], [-1.55, 0.17, -0.54], [-0.82, 0.99, 0.08], [-0.23, -0.13, 0.64]],
  "smiles": "C[C@@H](N)C1=[N+](C)[C@@H](C)CO1",
  "e_above_lowest_kj_mol": 286.6,
  "homo_ev": -14.13,
  "charge": 1,
  "homo_lumo_gap_ev": 10.44,
  "lumo_ev": -3.694
}



Record 3
{
  "formula": "C7H15N2O",
  "method": "wB97M-V/def2-TZVPD",
  "elements": ["C", "C", "C", "N", "N", "C", "C", "O", "C", "C", "H", "H", "H", "H", "H", "H", "H", "H", "H", "H", "H", "H", "H", "H", "H"],
  "coordinates": [[-0.0914, 2.4480, 0.6181], [-0.5099, 1.4818, 1.6425], [-1.3960, 0.2347, 1.1612], [-0.8624, -0.5161, 0.0441], [-0.8765, -0.1370, -1.0984], [-0.2487, -1.0858, -1.9564], [0.6351, -0.5206, -3.0442], [0.3283, -2.0437, -1.1384], [-0.0722, -1.9601, 0.1731], [1.1366, -1.7452, 1.0788], [0.5033, 3.3024, 1.0681], [0.4989, 1.9965, -0.1863], [-1.0413, 2.7733, 0.1803], [-1.3222, 2.0065, 2.2395], [0.3796, 1.0716, 2.0947], [-1.4494, -0.6093, 1.9501], [-2.3102, 0.7506, 0.7018], [-1.1840, -1.5013, -2.5685], [1.7183, -0.9364, -3.0697], [0.8104, 0.5739, -2.8269], [0.1378, -0.6533, -3.9772], [-0.8432, -2.7537, 0.4583], [1.6944, -0.7769, 0.8136], [1.8439, -2.6226, 1.0235], [0.9752, -1.6083, 2.2118]],
  "forces_ev_per_angstrom": [[0.00, 1.09, -1.17], [-1.55, -1.57, 0.74], [-0.38, 0.52, 0.03], [1.47, -1.82, 0.52], [-0.26, 1.26, -0.54], [-2.27, -1.49, -2.24], [2.71, 1.36, 1.05], [0.62, -0.73, 0.18], [-0.69, 1.14, 0.50], [1.25, 0.61, 1.73], [-0.91, -0.99, -0.57], [0.11, 0.13, 0.11], [0.47, 0.74, -0.37], [1.67, -0.79, 0.35], [-0.12, 0.09, 1.19], [-0.76, 2.01, -0.82], [0.65, -1.32, 1.24], [1.45, 0.41, 1.46], [-2.10, 0.20, 0.16], [-0.37, -1.01, -0.50], [0.05, 0.09, -0.74], [0.97, 1.13, -0.18], [-0.74, -1.57, -0.14], [-0.78, 0.95, -0.27], [-0.50, -0.45, -1.73]],
  "smiles": "CCC[N+]1=N[C@@H](C)O[C@H]1C",
  "e_above_lowest_kj_mol": 393.1,
  "homo_ev": -14.85,
  "charge": 1,
  "homo_lumo_gap_ev": 10.04,
  "lumo_ev": -4.804
}



Record 4
{
  "formula": "C7H15N2O2",
  "method": "wB97M-V/def2-TZVPD",
  "elements": ["C", "C", "C", "C", "C", "C", "C", "N", "N", "O", "O", "H", "H", "H", "H", "H", "H", "H", "H", "H", "H", "H", "H", "H", "H", "H"],
  "coordinates": [[-2.0957, -0.1992, 0.1559], [-0.5061, -1.7498, -0.9797], [-0.1685, -1.1554, 1.4052], [0.0344, 1.1208, -1.7477], [1.2200, 2.2438, 1.0447], [-0.6568, -0.6194, 0.0511], [0.2448, 0.5753, -0.3351], [-2.9715, -0.9549, 0.7274], [3.4567, -0.6264, -0.0904], [3.3769, -1.8367, 0.2135], [0.0384, 1.6236, 0.6159], [-2.3375, 0.7779, -0.2781], [-0.9234, -1.4708, -1.9449], [-1.0376, -2.6271, -0.6202], [0.5466, -1.9961, -1.1000], [0.8468, -1.5330, 1.3084], [-0.8276, -1.9512, 1.7387], [-0.1831, -0.3561, 2.1434], [0.2696, 0.3631, -2.4885], [0.6999, 1.9698, -1.9046], [-0.9925, 1.4592, -1.8857], [1.7075, 2.8034, 0.2345], [1.9365, 1.5111, 1.4325], [0.9360, 2.9403, 1.8368], [-3.9023, -0.5397, 0.7280], [1.2886, 0.2273, -0.2610]],
  "forces_ev_per_angstrom": [[-1.02, -0.75, 0.61], [-0.14, 0.21, 0.06], [-0.12, 0.10, -0.07], [-0.04, -0.01, 0.40], [0.26, 0.06, 0.13], [0.58, 0.01, 0.17], [0.29, -0.16, -0.22], [0.89, 0.74, -0.57], [-0.14, -0.10, 0.07], [-0.07, 0.17, -0.05], [-0.57, -0.15, -0.11], [-0.17, -0.07, 0.08], [-0.04, -0.02, -0.15], [-0.07, -0.10, 0.02], [0.15, 0.00, 0.00], [0.17, -0.01, -0.06], [-0.06, -0.10, 0.07], [0.01, 0.02, 0.10], [0.05, -0.04, -0.12], [0.01, 0.01, -0.03], [-0.10, 0.05, -0.11], [0.00, -0.03, 0.04], [0.02, 0.04, -0.07], [0.07, 0.02, -0.04], [0.12, 0.17, -0.16], [-0.08, -0.07, 0.01]],
  "e_above_lowest_kj_mol": 0.0,
  "homo_ev": [-0.66, -0.64],
  "charge": -1,
  "homo_lumo_gap_ev": [3.99, 3.97],
  "lumo_ev": [3.330, 3.329]
}



Record 5
{
  "formula": "C7H15N2O3Sr",
  "method": "wB97M-V/def2-TZVPD",
  "elements": ["N", "C", "C", "C", "C", "C", "N", "O", "C", "C", "O", "O", "H", "H", "H", "H", "H", "H", "H", "H", "H", "H", "H", "H", "H", "H", "H", "Sr"],
  "coordinates": [[-2.7795, 2.0091, 2.1348], [-3.1262, 0.7888, 1.3560], [-2.4903, 0.7547, -0.1209], [-0.8617, 0.9010, -0.1470], [-0.1536, 0.1476, -1.4236], [1.4184, -0.0929, -1.1635], [1.7187, -1.4441, -0.6205], [1.7352, -2.2646, -1.7525], [3.1499, -1.4248, -0.1469], [3.3195, -1.8342, 1.3986], [3.8543, -0.9826, 2.1944], [2.9323, -3.0884, 1.8162], [-1.8383, 2.3659, 1.9269], [-2.8330, 1.8608, 3.1502], [-4.2749, 0.7194, 1.2689], [-2.8074, -0.1501, 1.9393], [-2.8046, -0.2553, -0.5907], [-3.0506, 1.5626, -0.7626], [-0.6378, 2.0514, -0.2533], [-0.4489, 0.4714, 0.8396], [-0.2332, 0.9040, -2.3208], [-0.7242, -0.7957, -1.7141], [1.7387, 0.6932, -0.3837], [1.9978, 0.1370, -2.1291], [1.9992, -3.1743, -1.4928], [3.8038, -2.1701, -0.7418], [3.6290, -0.3903, -0.3477], [-2.2329, 2.7004, -1.9136]],
  "forces_ev_per_angstrom": [[0.31, -0.04, -0.91], [-0.43, -0.61, 0.37], [-0.30, -1.27, 1.02], [-0.77, -0.31, -1.04], [-0.38, 0.92, 0.32], [-0.16, 0.91, 0.07], [1.27, 1.40, 0.47], [-0.71, -1.21, -1.78], [1.66, 0.12, 0.80], [-0.14, -2.30, 3.42], [-1.49, -1.74, -2.59], [1.19, 5.09, -2.71], [-0.47, -0.54, 0.35], [-0.06, 0.02, -0.72], [1.78, 0.13, -0.01], [-0.25, 1.09, -1.27], [0.53, 1.66, 0.63], [-0.62, -3.06, 3.00], [0.36, -1.66, 0.88], [-0.59, 0.97, -1.48], [0.13, -1.17, 0.91], [0.90, 1.17, 0.48], [-0.38, -1.35, -1.09], [-0.75, -0.51, 1.21], [-0.39, 0.88, 0.40], [-1.39, 1.09, 0.80], [-0.70, -1.55, 0.59], [1.82, 1.88, -2.12]],
  "homo_ev": -8.68,
  "charge": 1,
  "homo_lumo_gap_ev": 1.66,
  "lumo_ev": -7.015
}



Record 6
{
  "formula": "C7H15N2Os",
  "method": "wB97M-V/def2-TZVPD",
  "elements": ["C", "Os", "N", "H", "H", "H", "H", "H", "H", "H", "H", "C", "C", "C", "C", "N", "C", "C", "H", "H", "H", "H", "H", "H", "H"],
  "coordinates": [[-0.7062, 2.8426, -0.5179], [-0.4489, -1.7338, -0.3575], [-0.2065, -0.8229, -2.1837], [-1.3325, -0.5668, 0.4259], [0.2848, 3.2199, -0.5022], [-1.2780, 3.2560, 0.3231], [-0.6003, 1.7321, -0.3815], [-1.1869, 3.0539, -1.4804], [-0.4867, -1.3850, -2.9882], [0.7364, -0.4693, -2.3723], [-0.8362, -0.0106, -2.1316], [2.9637, -5.7420, 1.1458], [2.2497, -4.4723, 0.8240], [0.8642, -4.4331, 0.6333], [0.2790, -3.1885, 0.5220], [1.0222, -1.9640, 0.6780], [2.3772, -2.0249, 0.6929], [2.9888, -3.2899, 0.7879], [2.2824, -6.5811, 1.1471], [3.7454, -5.9117, 0.4147], [3.4551, -5.6580, 2.1138], [0.1821, -5.2872, 0.6405], [-0.8525, -3.0118, 0.8046], [2.9656, -1.1038, 0.6118], [4.0750, -3.3421, 0.8779]],
  "forces_ev_per_angstrom": [[-0.69, -1.37, 0.12], [-6.53, 3.87, -5.27], [-0.30, 1.09, -1.88], [-0.34, 0.69, 0.56], [0.86, 0.62, -0.06], [0.12, -0.18, -0.38], [-0.36, 0.88, -0.03], [0.08, 0.03, 0.32], [0.05, 0.23, -0.06], [-0.26, -0.12, 0.05], [0.30, -0.16, -0.41], [-0.05, 0.06, -0.24], [-0.78, -0.44, 0.38], [0.35, -0.26, 0.40], [2.85, -2.20, 1.98], [5.38, -1.73, 3.43], [0.13, -1.45, 0.12], [0.06, 1.70, -0.18], [-0.03, -0.23, 0.05], [0.18, -0.16, -0.17], [-0.07, -0.02, 0.10], [0.62, 0.04, -0.07], [-0.76, -0.69, 0.93], [-0.48, -0.28, 0.34], [-0.32, 0.08, -0.04]],
  "e_above_lowest_kj_mol": 204.6,
  "homo_ev": [-10.46, -12.60],
  "charge": 1,
  "multiplicity": 5,
  "homo_lumo_gap_ev": [6.42, 7.34],
  "lumo_ev": [-4.038, -5.260]
}